#P
A 6-piece molecular cluster, H11O5S overall. Source: the Open Molecules 2025 dataset; level of theory: ωB97M-V/def2-TZVPD.

Results
HOMO level in eV: -3.908
Net charge: -1
Multiplicity: 1

Last columns: bonded neighbours and bond lengths (Å).
Geometry (Å):
1 O -4.40 0.88 -0.32  H9 0.970, H13 0.962
2 O 4.35 1.16 0.58  H15 0.974, H17 0.966
3 H -0.81 -4.04 1.00  O6 0.962
4 O -0.36 -1.01 1.65  H8 0.970, H10 0.963
5 H 1.42 1.18 -1.56  O12 0.986
6 O -0.62 -4.70 1.67  H3 0.962, H16 0.960
7 H 2.19 -0.13 -1.55  O12 0.965
8 H -0.12 -0.64 0.78  O4 0.970
9 H -3.86 0.92 0.49  O1 0.970
10 H 0.43 -0.84 2.17  O4 0.963
11 S -0.73 1.61 -1.15  H14 1.345
12 O 2.33 0.82 -1.43  H5 0.986, H7 0.965
13 H -3.83 1.32 -0.96  O1 0.962
14 H -1.72 0.92 -1.72  S11 1.345
15 H 3.81 1.09 -0.23  O2 0.974
16 H 0.32 -4.68 1.88  O6 0.960
17 H 3.64 1.29 1.22  O2 0.966

The natural (NBO) scheme yields these atomic charges, measured in e: atom 1 (O): -0.962, atom 2 (O): -0.976, atom 3 (H): 0.486, atom 4 (O): -0.957, atom 5 (H): 0.516, atom 6 (O): -0.954, atom 7 (H): 0.464, atom 8 (H): 0.495, atom 9 (H): 0.477, atom 10 (H): 0.455, atom 11 (S): -1.032, atom 12 (O): -1.014, atom 13 (H): 0.482, atom 14 (H): 0.092, atom 15 (H): 0.503, atom 16 (H): 0.468, atom 17 (H): 0.458

#Q
A 6-piece molecular cluster, H11O5S overall. Source: the Open Molecules 2025 dataset; level of theory: ωB97M-V/def2-TZVPD.

Results
HOMO level in eV: -4.129
Net charge: -1
Multiplicity: 1

Last columns: bonded neighbours and bond lengths (Å).
Geometry (Å):
1 H -1.47 -0.05 0.08  O2 0.973
2 O -2.02 0.64 -0.34  H1 0.973, H11 0.975
3 H 0.31 0.34 -2.18  O17 0.990
4 H 0.03 -1.96 -0.07  O16 0.964
5 H 0.53 0.55 2.49  O14 0.967
6 H -0.24 -1.61 1.38  O16 0.970
7 H -0.67 -0.73 -2.68  O17 0.960
8 H 1.61 -0.35 1.91  O14 0.971
9 H 0.68 1.75 0.64  O10 0.973
10 O -0.01 2.14 1.20  H9 0.973, H15 0.971
11 H -1.71 0.66 -1.26  O2 0.975
12 S 2.08 -0.05 -0.73  H13 1.343
13 H 1.99 -1.16 -1.48  S12 1.343
14 O 0.83 -0.37 2.48  H5 0.967, H8 0.971
15 H -0.82 1.75 0.84  O10 0.971
16 O -0.69 -1.73 0.53  H4 0.964, H6 0.970
17 O -0.43 0.19 -2.82  H3 0.990, H7 0.960

The natural (NBO) scheme yields these atomic charges, measured in e: atom 1 (H): 0.501, atom 2 (O): -1.011, atom 3 (H): 0.507, atom 4 (H): 0.482, atom 5 (H): 0.496, atom 6 (H): 0.505, atom 7 (H): 0.460, atom 8 (H): 0.499, atom 9 (H): 0.491, atom 10 (O): -0.998, atom 11 (H): 0.492, atom 12 (S): -1.037, atom 13 (H): 0.101, atom 14 (O): -1.000, atom 15 (H): 0.498, atom 16 (O): -0.988, atom 17 (O): -0.998

Most stable structure, least stable structure: #Q, #P.

#P
A 2-piece molecular cluster, H2 overall. Source: the Open Molecules 2025 dataset; level of theory: ωB97M-V/def2-TZVPD.

Results
HOMO level in eV: -10.222
Net charge: 0
Multiplicity: 1

Last columns: bonded neighbours and bond lengths (Å).
Geometry (Å):
1 H 0.00 0.00 1.06  no bonds
2 H 0.00 0.00 -1.06  no bonds

The Mulliken scheme yields these atomic charges, measured in e: atom 1 (H): 0.000, atom 2 (H): 0.000

#Q
A 2-piece molecular cluster, H2 overall. Source: the Open Molecules 2025 dataset; level of theory: ωB97M-V/def2-TZVPD.

Results
HOMO level in eV: -12.814
Net charge: 0
Multiplicity: 1

Last columns: bonded neighbours and bond lengths (Å).
Geometry (Å):
1 H -0.22 0.45 -0.19  no bonds
2 H 0.22 -0.45 0.19  no bonds

The Mulliken scheme yields these atomic charges, measured in e: atom 1 (H): 0.000, atom 2 (H): 0.000

Most stable structure, least stable structure: #Q, #P.

#P
A 2-piece molecular cluster, H3N4O2 overall. Source: the Open Molecules 2025 dataset; level of theory: ωB97M-V/def2-TZVPD.

Results
HOMO level in eV: -3.446
Net charge: -1
Multiplicity: 1

Last columns: bonded neighbours and bond lengths (Å).
Geometry (Å):
1 N 0.07 0.57 0.29  O3 1.457, N6 1.192
2 N 0.40 -2.28 -1.43  N4 1.163
3 O 1.19 1.23 0.96  N1 1.457, H9 1.046
4 N -0.13 -1.91 -0.46  N2 1.163, H5 1.067, H8 1.053
5 H -0.81 -2.47 0.14  N4 1.067
6 N -0.76 1.23 -0.24  N1 1.192, O7 1.301
7 O -0.73 2.53 -0.30  N6 1.301
8 H 0.10 -1.03 0.06  N4 1.053
9 H 0.67 2.13 0.98  O3 1.046

The natural (NBO) scheme yields these atomic charges, measured in e: atom 1 (N): -0.098, atom 2 (N): -0.308, atom 3 (O): -0.662, atom 4 (N): -0.357, atom 5 (H): 0.195, atom 6 (N): 0.084, atom 7 (O): -0.684, atom 8 (H): 0.366, atom 9 (H): 0.463

#Q
A 2-piece molecular cluster, H3N4O2 overall. Source: the Open Molecules 2025 dataset; level of theory: ωB97M-V/def2-TZVPD.

Results
HOMO level in eV: -3.097
Net charge: -1
Multiplicity: 1

Last columns: bonded neighbours and bond lengths (Å).
Geometry (Å):
1 H -1.62 -0.62 0.80  N8 1.009
2 H 2.47 -0.06 0.05  O3 1.099
3 O 2.03 -1.07 0.05  H2 1.099, N4 1.382
4 N 0.72 -0.65 -0.07  O3 1.382, N7 1.251
5 H -2.36 -0.63 -0.76  N8 1.066
6 O 1.64 1.36 0.10  N7 1.259
7 N 0.67 0.60 -0.15  N4 1.251, O6 1.259
8 N -1.98 -0.05 0.04  H1 1.009, H5 1.066, N9 1.248
9 N -1.58 1.12 -0.06  N8 1.248

The natural (NBO) scheme yields these atomic charges, measured in e: atom 1 (H): 0.326, atom 2 (H): 0.441, atom 3 (O): -0.659, atom 4 (N): -0.111, atom 5 (H): 0.272, atom 6 (O): -0.632, atom 7 (N): 0.091, atom 8 (N): -0.478, atom 9 (N): -0.250

Most stable structure, least stable structure: #P, #Q.